Record 1
Entry from the Open Molecules 2025 dataset: a molecular structure, C13H17AsBF4ReS6Te in a non-equilibrium geometry (ωB97M-V/def2-TZVPD).

Results
total energy = -5901.3148 hartree
LUMO level = -1.569 eV
relative energy (zero: lowest compared OMol25 entry of this formula, charge and spin) = 13.1 kcal/mol

The geometry in ORCA input format:
```
! RIJCOSX wB97M-V def2-TZVPD def2/J DEFGRID3
* xyz 0 1
Re -11.37 -19.36 -1.32
C -11.09 -14.88 -0.13
C -11.25 -16.35 -0.05
S -10.57 -17.30 -1.43
C -11.86 -17.06 0.90
C -12.31 -16.47 2.22
S -11.80 -18.82 0.84
H -10.37 -14.54 -0.91
H -10.70 -14.51 0.87
H -12.01 -14.36 -0.45
H -12.15 -15.39 2.20
H -11.72 -16.82 3.03
H -13.31 -16.74 2.49
S -4.99 -19.05 -9.17
As -5.23 -18.75 -7.15
S -13.08 -19.41 -2.35
S -8.00 -17.50 -5.36
S -7.28 -17.74 -7.35
C -5.71 -10.50 -4.01
C -6.41 -11.74 -4.48
C -6.86 -11.94 -5.77
C -7.57 -13.08 -6.20
C -8.03 -13.13 -7.64
C -7.92 -14.01 -5.27
Te -9.41 -15.59 -5.70
C -7.51 -13.79 -3.92
C -7.87 -14.78 -2.83
C -6.72 -12.75 -3.56
H -5.95 -9.71 -4.78
H -4.70 -10.62 -3.68
H -6.32 -10.20 -3.12
H -6.73 -11.12 -6.49
H -7.43 -12.54 -8.32
H -9.02 -12.85 -7.84
H -7.80 -14.13 -8.03
H -7.59 -15.85 -3.12
H -8.98 -14.80 -2.75
H -7.45 -14.62 -1.79
H -6.37 -12.65 -2.51
F -8.32 -21.30 -0.66
B -9.37 -21.27 -1.53
F -10.61 -21.16 -0.67
F -9.45 -22.26 -2.46
F -9.59 -20.00 -2.22
*
```

Atomic partial charges in e from the Löwdin method, atoms 1 to 8: atom 1 (Re): 0.53, atom 2 (C): -0.12, atom 3 (C): -0.68, atom 4 (S): 0.59, atom 5 (C): -0.71, atom 6 (C): -0.10, atom 7 (S): 0.63, atom 8 (H): 0.06

Record 2
Entry from the Open Molecules 2025 dataset: 2 unconnected molecules or ions with the total composition C13H17BN3O14P in a non-equilibrium geometry (ωB97M-V/def2-TZVPD).

Results
total energy = -2089.3012 hartree
LUMO level = -2.688 eV

The geometry in ORCA input format:
```
! RIJCOSX wB97M-V def2-TZVPD def2/J DEFGRID3
* xyz 0 1
C 6.11 -0.01 -1.59
C 5.41 -1.17 -2.54
O 5.37 -2.45 -2.08
O 4.80 -0.94 -3.86
C 3.40 -0.43 -3.71
O 3.09 0.62 -4.52
C 2.37 -1.07 -2.60
N 1.07 -0.27 -2.44
C -0.20 -1.01 -2.84
C -0.41 -2.24 -1.74
C -1.70 -3.22 -2.12
O -2.22 -3.90 -1.06
O -2.17 -3.36 -3.51
C 1.09 1.03 -1.94
N 2.37 1.78 -1.56
N -0.21 1.83 -1.72
P -0.54 1.95 0.06
C 0.68 0.88 1.07
O -2.10 1.16 0.28
H 6.30 0.99 -2.20
H 7.10 -0.41 -1.07
H 5.35 0.22 -0.69
H 2.81 -1.18 -1.52
H 2.10 -2.16 -2.98
H -0.09 -1.52 -3.92
H -1.15 -0.33 -2.91
H 0.53 -2.96 -1.69
H -0.55 -1.80 -0.66
H -2.56 -4.30 -3.54
H 2.13 2.72 -1.16
H 2.96 1.21 -0.91
H 0.09 2.83 -1.96
H 0.41 1.03 2.21
H 0.52 -0.28 0.85
H 1.81 1.18 0.95
H -2.50 1.16 -0.65
B -3.96 1.11 4.64
O -4.93 0.86 3.57
C -6.14 1.20 4.06
O -7.18 1.12 3.42
C -6.00 1.67 5.41
O -6.91 2.06 6.13
O -4.72 1.63 5.78
O -3.25 -0.12 4.99
C -1.94 0.11 4.78
O -1.06 -0.71 4.98
C -1.76 1.45 4.30
O -0.69 1.97 4.01
O -2.94 2.07 4.20
*
```

Atomic partial charges in e from the Löwdin method, atoms 1 to 8: atom 1 (C): -0.01, atom 2 (C): -0.27, atom 3 (O): -0.01, atom 4 (O): 0.01, atom 5 (C): -0.18, atom 6 (O): 0.02, atom 7 (C): -0.02, atom 8 (N): -0.05

Record 3
Entry from the Open Molecules 2025 dataset: a gas-phase ion, C13H17ClN (charge +1) in a non-equilibrium geometry (ωB97M-V/def2-TZVPD).

Results
total energy = -1020.0736 hartree
LUMO level = -5.664 eV
relative energy (zero: lowest compared OMol25 entry of this formula, charge and spin) = 93.4 kcal/mol

The geometry in ORCA input format:
```
! RIJCOSX wB97M-V def2-TZVPD def2/J DEFGRID3
* xyz 1 1
C -1.98 -2.34 0.15
C -0.68 -2.67 0.02
C 0.92 0.59 0.68
C -0.14 -0.47 0.70
C 0.50 0.07 -2.68
C 1.13 1.64 1.44
C 1.16 0.87 -1.81
C -1.47 -0.36 1.46
C -2.51 -1.05 0.58
C 1.89 0.48 -0.61
C 2.66 -0.77 -0.61
C 2.20 2.69 1.43
C -3.10 -0.17 -0.55
N 0.13 -1.56 0.10
Cl 3.55 -1.31 0.58
H -2.68 -3.13 -0.14
H -0.22 -3.60 -0.17
H -0.20 0.52 -3.41
H 0.79 -0.99 -2.90
H 0.53 1.65 2.31
H 0.79 1.86 -1.66
H -1.22 -0.75 2.43
H -1.83 0.67 1.67
H -3.47 -1.34 1.12
H 2.68 1.29 -0.42
H 2.66 -1.30 -1.57
H 2.65 2.96 0.39
H 3.06 2.50 2.15
H 1.78 3.60 1.96
H -2.25 0.35 -1.27
H -3.60 0.72 -0.01
H -3.77 -0.63 -1.36
*
```

Atomic partial charges in e from the Löwdin method, atoms 1 to 8: atom 1 (C): -0.05, atom 2 (C): -0.09, atom 3 (C): -0.12, atom 4 (C): -0.20, atom 5 (C): 0.05, atom 6 (C): -0.09, atom 7 (C): -0.15, atom 8 (C): -0.06

Record 4
Entry from the Open Molecules 2025 dataset: a molecular structure, C13H17ClN6O8STi (ωB97M-V/def2-TZVPD).

Results
<S²> = 0.75
total energy = -3144.2335 hartree
LUMO level (spin up / spin down) = 1.836 / 1.751 eV
relative energy (zero: lowest compared OMol25 entry of this formula, charge and spin) = 8.7 kcal/mol

The geometry in ORCA input format:
```
! RIJCOSX wB97M-V def2-TZVPD def2/J DEFGRID3
* xyz -1 2
Ti -0.81 -0.68 0.12
O 2.75 1.23 -0.23
C 2.79 1.88 1.02
C 3.01 0.88 2.15
N 1.91 -0.04 2.32
C 2.13 -1.44 2.08
C 1.88 -1.92 0.64
O 2.30 -3.01 0.29
O 1.16 -1.14 -0.11
C 0.78 0.43 3.06
C -0.16 1.37 2.29
O -0.58 2.40 2.76
O -0.50 0.93 1.10
H 2.29 0.38 -0.11
H 1.88 2.46 1.20
H 3.63 2.58 1.00
H 3.18 1.45 3.09
H 3.91 0.31 1.94
H 1.45 -2.03 2.70
H 3.15 -1.74 2.35
H 1.08 0.97 3.97
H 0.16 -0.42 3.36
N -0.32 -3.82 -2.83
C -0.75 -3.51 -1.61
N -0.90 -2.21 -1.53
C -0.50 -1.76 -2.75
N -0.15 -2.71 -3.58
C -0.41 -0.31 -2.94
C -0.21 0.32 -4.16
N -0.12 1.64 -4.25
C -0.23 2.32 -3.11
C -0.42 1.70 -1.88
N -0.50 0.38 -1.80
H -0.08 -4.72 -3.21
H -0.93 -4.21 -0.80
H -0.12 -0.26 -5.06
H -0.16 3.40 -3.17
H -0.48 2.25 -0.95
Cl -1.16 -2.50 1.61
C -3.62 2.04 0.61
S -3.90 0.29 0.68
O -3.72 -0.10 2.06
O -5.19 0.04 0.08
O -2.80 -0.25 -0.21
H -4.42 2.52 1.18
H -3.65 2.36 -0.43
H -2.66 2.26 1.07
*
```

Atomic partial charges in e from the Löwdin method, atoms 1 to 8: atom 1 (Ti): 0.79, atom 2 (O): -0.07, atom 3 (C): -0.25, atom 4 (C): -0.16, atom 5 (N): -0.17, atom 6 (C): -0.11, atom 7 (C): -0.64, atom 8 (O): 0.03

Record 5
Entry from the Open Molecules 2025 dataset: a molecular structure, C13H17CoF3N5OS (ωB97M-V/def2-TZVPD).

Results
<S²> = 6.01
total energy = -2934.6221 hartree
LUMO level (spin up / spin down) = -5.905 / -8.213 eV
relative energy (zero: lowest compared OMol25 entry of this formula, charge and spin) = 1.8 kcal/mol

The geometry in ORCA input format:
```
! RIJCOSX wB97M-V def2-TZVPD def2/J DEFGRID3
* xyz 2 5
Co -0.06 -0.14 0.14
N -2.70 -2.79 1.77
C -1.99 -2.04 0.95
O -1.09 -1.28 1.39
C -2.24 -2.13 -0.54
C -1.63 -0.96 -1.27
H -2.51 -2.76 2.76
H -3.42 -3.40 1.43
H -3.31 -2.17 -0.73
H -1.82 -3.08 -0.89
H -2.18 -0.02 -1.24
H -1.18 -1.17 -2.24
F -1.33 6.66 0.44
C -2.03 5.75 1.10
F -2.05 6.07 2.39
F -3.29 5.77 0.65
C -1.45 4.36 0.90
C -0.57 4.10 -0.13
C -0.11 2.81 -0.29
N -0.48 1.81 0.52
C -1.34 2.08 1.53
C -1.84 3.34 1.75
H -0.24 4.88 -0.79
H 0.59 2.57 -1.08
H -1.61 1.25 2.17
H -2.52 3.52 2.58
C 2.99 -3.71 -2.93
C 1.94 -3.52 -1.82
C 2.25 -2.38 -0.90
N 1.47 -1.39 -0.64
N 1.98 -0.45 0.25
C 3.18 -0.76 0.66
N 3.89 -0.05 1.53
S 3.76 -2.23 -0.06
H 2.69 -4.54 -3.57
H 3.97 -3.95 -2.51
H 3.08 -2.81 -3.54
H 1.87 -4.43 -1.22
H 0.96 -3.33 -2.25
H 3.53 0.82 1.90
H 4.83 -0.31 1.79
*
```

Atomic partial charges in e from the Löwdin method, atoms 1 to 8: atom 1 (Co): 0.84, atom 2 (N): 0.25, atom 3 (C): -0.46, atom 4 (O): -0.05, atom 5 (C): -0.14, atom 6 (C): -0.02, atom 7 (H): 0.15, atom 8 (H): 0.15

Record 6
Entry from the Open Molecules 2025 dataset: a molecular structure, C13H17CsN3O3 in a non-equilibrium geometry (ωB97M-V/def2-TZVPD).

Results
total energy = -915.2079 hartree
LUMO level = -3.655 eV

The geometry in ORCA input format:
```
! RIJCOSX wB97M-V def2-TZVPD def2/J DEFGRID3
* xyz 1 1
C -0.16 0.21 2.29
C 0.39 0.04 1.24
C 1.10 -0.30 -0.01
C 0.73 0.71 -1.01
N 0.40 1.45 -1.82
C 0.71 -1.74 -0.47
C -0.69 -2.21 -0.09
C -1.84 -1.40 -0.71
C -2.79 -0.78 0.29
O -2.97 -1.16 1.40
O -3.57 0.25 -0.22
C -2.87 1.48 -0.40
C -2.91 2.34 0.88
C 2.66 -0.18 0.30
O 2.95 -0.83 1.51
C 2.98 1.26 0.44
N 3.20 2.38 0.59
C 3.56 -0.81 -0.78
N 3.04 -0.60 -2.12
H -0.77 0.24 3.16
H 1.44 -2.41 0.00
H 0.85 -1.79 -1.55
H -0.78 -3.23 -0.47
H -0.80 -2.29 0.99
H -2.48 -2.05 -1.32
H -1.50 -0.62 -1.39
H -1.83 1.28 -0.62
H -3.30 1.99 -1.26
H -3.17 1.72 1.75
H -3.57 3.26 0.83
H -1.89 2.74 1.02
H 3.05 -0.20 2.23
H 4.55 -0.36 -0.65
H 3.68 -1.86 -0.55
H 3.45 -1.25 -2.78
H 3.19 0.35 -2.44
Cs -4.02 4.39 1.73
*
```

Atomic partial charges in e from the Löwdin method, atoms 1 to 8: atom 1 (C): 0.18, atom 2 (C): -0.07, atom 3 (C): -0.34, atom 4 (C): -0.20, atom 5 (N): 0.21, atom 6 (C): -0.10, atom 7 (C): -0.15, atom 8 (C): -0.07